1.
41
Properties=species:S:1:pos:R:3:lowdin_charge:R:1 method="wB97M-V/def2-TZVPD" total_charge=0 e_above_lowest_ev=1.463 e_tot_ev=-40930.68771 homo_lumo_gap_ev=7.98 smiles="COc1ccc(N(C(C)=O)S(=O)(=O)c2cccc3cccnc23)cc1" e_homo_ev=-8.49
C 0.03115 -2.35719 -4.86962 -0.09
O 0.73265 -1.47115 -4.02928 -0.08
C 0.51176 -1.53333 -2.68896 -0.27
C -0.39193 -2.38859 -2.06741 0.00
C -0.54469 -2.35746 -0.69162 0.00
C 0.18936 -1.46991 0.07705 -0.28
N -0.03372 -1.40913 1.48447 -0.07
C 1.04602 -1.56875 2.33548 -0.51
C 0.73216 -1.49358 3.79751 0.00
O 2.14986 -1.79706 1.90104 0.10
S -1.54711 -0.68799 1.78058 0.73
O -1.71954 -0.38025 3.16321 -0.27
O -2.55084 -1.50591 1.16865 -0.27
C -1.38168 0.80620 0.80493 -0.20
C -2.21180 1.03426 -0.25293 -0.03
C -2.05498 2.19246 -1.03147 -0.05
C -1.06640 3.09195 -0.73802 -0.01
C -0.19221 2.87364 0.34616 -0.14
C 0.85851 3.74928 0.69365 0.00
C 1.66611 3.43732 1.75341 -0.04
C 1.41968 2.24724 2.46335 -0.10
N 0.45755 1.41642 2.17546 0.13
C -0.35143 1.70315 1.14059 -0.22
C 1.10420 -0.62131 -0.53861 -0.01
C 1.26479 -0.65573 -1.90578 0.02
H 0.37588 -2.13890 -5.87915 0.09
H 0.25526 -3.40082 -4.62886 0.10
H -1.04979 -2.19408 -4.81339 0.09
H -0.98070 -3.08802 -2.63883 0.10
H -1.25193 -3.01299 -0.21088 0.12
H 0.39808 -0.48891 4.04269 0.07
H 1.62986 -1.74394 4.35750 0.09
H -0.07334 -2.17733 4.05007 0.09
H -2.97787 0.30825 -0.47502 0.12
H -2.71871 2.36288 -1.86499 0.11
H -0.93602 3.98270 -1.33587 0.12
H 1.01089 4.64977 0.11512 0.12
H 2.48142 4.07949 2.04754 0.10
H 2.04696 1.96701 3.29930 0.12
H 1.69978 0.04840 0.06084 0.12
H 1.97276 -0.00811 -2.39790 0.12

2.
22
Properties=species:S:1:pos:R:3:mulliken_spin:R:1 method="wB97M-V/def2-TZVPD" total_charge=0 s2=2.0061 e_tot_ev=-23873.36323 spin_multiplicity=3 homo_lumo_gap_ev="6.58 / 8.99" e_homo_ev="-6.17 / -9.52"
C 0.61582 -0.06216 -0.13904 0.82
C -0.46818 -2.21808 0.51393 0.02
C -1.68251 -0.26266 -0.82692 0.08
C 2.40592 2.02152 -0.36440 -0.02
C -0.67903 -0.66345 0.28069 -0.01
C 1.20845 1.58757 0.31689 0.81
O 1.58775 -0.79072 -0.54772 0.07
O 3.83441 -1.56307 -0.89206 0.00
O 3.43217 1.19929 0.23650 0.03
O 0.21391 2.45419 0.50730 0.08
P 3.03383 -1.00043 0.17583 0.06
H -1.02068 -2.66402 -0.35657 0.00
H -0.91667 -2.42801 1.46852 0.00
H 0.58063 -2.41616 0.49897 0.00
H -1.82764 -0.96977 -1.53078 0.00
H -1.36220 0.72443 -1.30470 -0.02
H -2.63760 -0.13720 -0.34106 0.00
H 2.76047 3.12045 -0.08623 0.00
H 2.63745 1.71462 -1.47856 0.05
H -1.08406 -0.14382 1.30115 0.04
H 4.06595 1.71068 0.79872 0.00
H -0.36540 2.37280 1.26342 0.00